1.
The following is a quantum chemistry calculation of a structure of composition C29H38DyNO3P2Si in a non-equilibrium geometry, from OMol25.

CARTESIAN COORDINATES (ANGSTROEM)
H 3.67 -2.39 -1.99
P 2.00 -0.67 -1.44
C -0.42 -2.55 4.32
H 2.60 -5.43 0.36
C -0.70 -4.63 0.09
P -1.54 1.19 1.64
H -0.94 3.45 2.27
N 1.29 1.68 0.48
H -0.75 -7.87 -0.92
O -2.19 3.04 -3.74
H 3.08 -0.06 -3.55
H -3.62 -3.43 5.09
H 1.97 -2.98 -2.06
C -0.34 -6.93 -0.56
C 1.58 3.91 1.32
C 3.45 2.73 0.43
H 4.04 0.60 -1.17
H -3.24 -4.63 -1.72
O -0.80 -1.03 -5.64
C -1.26 0.82 3.39
H -3.84 0.48 1.53
H 3.56 -0.31 0.32
C 2.62 1.65 0.16
H -3.74 2.18 2.10
H -0.46 -1.50 -4.85
C -2.74 -3.19 4.50
H -0.18 0.71 3.55
H -7.32 -3.28 -1.24
H 1.06 -3.54 0.74
C -1.53 -2.84 5.11
C 3.21 0.38 -0.47
C 0.78 2.81 1.05
H -5.64 -4.74 -2.39
C 0.67 -4.49 0.34
Dy -0.39 -0.10 -0.40
H 1.71 -7.62 -0.47
H -1.29 3.30 0.48
C 1.03 -6.78 -0.31
C -3.60 -3.26 -0.10
H -4.19 -1.67 1.25
H 1.34 -0.52 -3.78
H -0.90 -1.73 -6.32
H 4.51 2.63 0.17
C -2.82 -3.26 3.10
C 2.06 0.01 -3.13
C -3.32 1.44 1.41
O -1.21 -1.95 -0.29
C -1.71 -2.96 2.32
H -2.28 -5.94 -0.51
C -5.33 -4.06 -1.59
H 0.54 -2.28 4.78
C -0.50 -2.60 2.93
H 3.58 4.75 1.23
H -1.69 -0.17 3.62
H 2.73 -2.76 -0.51
H -1.82 3.61 -4.47
H -3.50 1.75 0.37
Si -1.84 -3.23 0.47
H -1.68 1.59 4.06
C -6.27 -3.25 -0.95
C -0.74 2.87 1.35
H -1.46 -2.80 6.20
C -1.21 -5.85 -0.36
H -3.75 -3.57 2.61
C -4.52 -2.36 0.47
H 0.38 -2.38 2.33
H -6.57 -1.72 0.58
C -3.99 -4.03 -1.20
C -5.86 -2.38 0.07
H 1.09 4.79 1.77
H 1.72 1.06 -3.11
C 2.94 3.89 1.02
H -1.88 2.14 -3.98
C 2.68 -2.34 -1.52
C 1.54 -5.56 0.14

Output
2S+1: 6
net charge: +2
expectation value of S²: 9.36
lowest unoccupied orbital energy (spin up / spin down): -0.2491 / -0.2441 hartree
maximum force: 3.3 eV/Å
frontier orbital gap (spin up / spin down): 6.61 / 6.75 eV

=====

2.
The following is a quantum chemistry calculation of a structure of composition C29H38F15GeN4O4STl in a non-equilibrium geometry, from OMol25.

CARTESIAN COORDINATES (ANGSTROEM)
H -0.94 -3.94 -4.20
H 3.30 3.47 -1.96
F 4.12 2.02 3.07
C 2.94 -0.05 3.60
H 1.42 -1.11 -1.17
H -0.31 -3.68 2.80
O 0.37 -2.80 1.07
H -0.40 -0.08 4.13
F 2.54 -3.51 -2.20
C 2.84 1.75 -1.10
F 1.48 -4.83 -3.53
C -2.52 1.89 -3.36
C -0.91 0.82 4.48
F 3.71 1.70 5.17
F 1.82 -0.11 5.74
H -3.02 3.33 4.72
H -2.21 1.64 0.62
H -4.02 -0.57 0.71
F 3.81 -0.96 5.74
C -3.69 -1.59 0.86
H 2.01 5.17 -4.62
H -0.32 -1.91 2.81
F 2.27 -1.53 -4.08
H -1.90 -3.37 0.71
F 0.75 -4.51 -1.53
H -1.59 -2.37 -3.65
C 0.43 -2.68 -3.01
F 5.41 -0.24 3.61
Ge -2.16 1.50 3.15
C 1.31 -3.89 -2.58
H -3.71 -0.52 3.46
H -3.60 -2.08 -0.12
H 2.57 -0.81 0.14
H -2.55 -3.42 2.37
O 0.40 -1.74 -2.06
F 0.27 -1.05 -4.73
H -2.08 2.81 -3.72
C -2.59 3.34 3.71
N -0.64 1.52 -1.82
H -5.34 0.02 -3.80
H 2.27 -3.16 0.50
N 3.48 2.48 -2.07
C -1.43 1.84 1.38
F 2.19 -2.01 4.78
H 0.38 1.21 -4.23
C -3.85 0.56 3.49
H -3.30 3.82 3.03
H 2.73 0.15 -2.36
C 2.71 -0.78 4.98
H -4.63 0.83 2.76
H -1.45 0.61 5.41
H 1.60 2.90 -5.56
C 0.07 2.48 -2.54
C -0.50 -2.79 2.19
O -2.44 -1.55 1.51
C -1.82 1.13 -2.37
F 4.27 -1.98 3.05
H -0.04 3.97 -1.02
O 1.92 -0.24 2.79
F 2.10 2.19 3.81
F 4.38 -0.31 1.70
C -0.96 -3.22 -3.38
C 4.27 -0.64 2.99
C 1.70 -3.13 1.43
C 3.22 1.48 3.92
C 1.01 4.71 -2.76
H -4.25 2.12 -4.59
C -1.91 -2.85 1.68
N 2.69 0.45 -1.40
H 1.73 -4.14 1.88
H 1.18 5.69 -2.34
C 1.04 -2.06 -4.30
H -4.20 0.84 4.49
C -3.69 -0.44 -2.47
C -4.37 0.33 -3.41
H -4.14 -1.38 -2.14
H -0.14 1.56 4.68
N 1.97 -0.40 -0.57
S 2.34 2.42 0.34
C -3.75 1.50 -3.85
C 1.25 3.15 -4.57
C 0.32 3.76 -2.02
C 0.57 2.19 -3.83
H -4.43 -2.14 1.46
H -1.93 -0.72 -1.28
H -1.67 3.93 3.72
H -1.39 -3.69 -2.49
C -2.46 -0.07 -1.96
C 1.48 4.42 -4.05
H 2.11 -2.41 2.12
F 1.17 -2.90 -5.35
Tl 0.03 0.44 0.44
H 3.33 2.17 -3.02

Output
energy relative to the best compared isomer or geometry (same formula, charge and spin): 80.2 kJ/mol
net charge: -2
lowest unoccupied orbital energy: 0.1626 hartree
maximum force: 1.3 eV/Å
frontier orbital gap: 6.03 eV

=====

3.
The following is a quantum chemistry calculation of a cluster of 3 separate species, C29H38FN4O7PS in total in a non-equilibrium geometry, from OMol25.

CARTESIAN COORDINATES (ANGSTROEM)
H -2.64 -4.64 -0.95
C -3.92 3.54 1.25
O -3.33 0.59 0.60
H -3.63 -1.86 0.04
H -4.24 4.64 1.19
H 5.61 0.57 -6.09
H -4.93 -3.20 1.25
O 0.20 -0.21 -2.47
H 5.74 0.81 2.25
O 3.16 1.57 -1.16
C -4.93 2.80 2.21
C 2.20 2.25 -1.98
N 1.99 6.64 -0.87
H 6.14 -1.18 -5.78
H -5.69 -8.52 -0.21
H 6.84 -1.80 -3.61
O -3.82 -9.95 -0.66
C 5.15 -0.26 -4.01
S -4.42 -4.34 0.68
C 0.01 6.25 2.54
H 0.14 6.99 3.37
O -5.73 -1.96 3.09
H 3.47 1.30 -4.04
C -0.16 4.21 0.73
N -5.14 -1.83 4.15
C 6.05 -1.12 -3.17
C 1.02 3.96 -0.20
C -0.09 5.53 1.55
H -2.29 4.49 2.46
C 4.49 -1.64 1.08
H 5.03 -1.79 2.07
C -4.87 -7.89 -0.55
C -1.30 3.22 0.89
H -5.89 0.03 4.76
H 6.89 -0.29 1.24
H -3.85 3.10 0.21
C 4.13 0.67 -3.39
H 4.74 -2.45 0.33
C -4.91 -0.44 4.62
C 4.79 -0.16 0.51
P 2.41 5.21 -0.30
C 5.92 -1.10 -1.68
C -1.47 -1.60 -0.43
C 6.09 0.50 1.21
C -2.76 -3.91 -0.08
H 6.56 -1.71 -0.99
C 4.91 -0.17 -1.08
H 2.55 6.84 -1.71
C -0.39 0.31 -1.55
H -0.74 -2.12 -1.14
C -0.13 1.71 -0.84
C -2.85 -2.40 -0.57
H 4.38 -0.85 -6.00
F -2.40 2.49 2.93
H -1.00 -1.70 0.60
O -2.68 -8.19 -1.23
C 5.34 -0.39 -5.58
C -2.27 0.73 0.03
H 3.43 4.65 -1.12
H -1.95 -4.11 0.68
N -1.57 -0.18 -0.85
H 3.38 -1.70 1.34
H 1.72 1.62 -2.78
H -3.11 -2.34 -1.68
H -4.37 -0.47 5.57
C -1.29 1.96 0.09
C 1.01 2.67 -1.00
H -4.71 1.71 2.38
H 3.91 0.47 0.87
O -4.71 -2.73 4.84
H -5.13 -7.38 -1.47
H 6.36 1.40 0.58
C 4.02 0.74 -1.90
H 2.85 5.41 1.06
H -4.33 0.08 3.87
H -5.99 2.88 1.82
H 2.68 3.20 -2.37
H -4.58 -7.18 0.23
H -4.92 3.30 3.24
C -2.47 3.52 1.91
N -3.69 -8.75 -0.84

Output
energy relative to the best compared isomer or geometry (same formula, charge and spin): 0.0 kJ/mol
SMILES: C#Cc1c([PH2]=N)c(COc2cc(C)ccc2C(C)C)c2c(c1[C@H](F)CC)C(=O)N(CCCS)C2=O.C[N+](=O)[O-].C[N+](=O)[O-]
net charge: 0
lowest unoccupied orbital energy: -0.0560 hartree
maximum force: 4.0 eV/Å
frontier orbital gap: 6.77 eV

=====

4.
The following is a quantum chemistry calculation of a structure of composition C29H38IN7Pd in a non-equilibrium geometry, from OMol25.

CARTESIAN COORDINATES (ANGSTROEM)
C 2.18 1.04 1.50
N -1.72 -0.48 1.22
C -2.85 -0.43 0.57
H 2.15 -1.96 -1.86
N -0.09 -2.09 -0.62
N -1.66 0.54 -1.18
H 3.04 -1.04 2.61
C -0.65 2.91 -0.07
H 0.06 -0.09 2.83
C 1.71 -2.94 -2.00
C -0.32 -4.31 -1.48
Pd 0.02 -0.15 -0.10
H 1.93 -3.29 -3.02
H 5.12 2.37 2.71
H 0.10 3.66 2.23
N 1.73 -0.16 1.23
N 0.37 1.94 0.27
H -3.66 2.24 -1.46
H -3.80 -2.10 1.47
C -5.26 1.14 -0.68
C -0.99 2.91 -1.57
H -6.00 -1.77 0.90
H -7.00 0.08 -0.13
C 2.43 -1.33 1.75
C -2.82 0.50 -0.59
H -2.48 -1.46 2.91
H 0.78 -2.62 1.37
H 2.18 2.03 -1.06
C 2.72 1.17 -4.06
C 3.41 3.55 3.06
H -0.30 -1.27 -3.13
C 3.50 1.30 1.94
H 4.03 4.24 3.62
H -1.82 3.61 -1.68
C 4.04 2.42 2.55
C -0.54 -2.33 -3.00
C -1.55 -1.40 2.33
C -0.41 -0.98 3.25
H 1.72 4.68 3.54
N 2.34 1.59 -1.96
H 0.13 -4.69 -0.56
H -1.36 -2.41 1.93
C 2.06 3.83 2.96
C 0.19 -2.90 -1.77
C -3.91 1.34 -0.91
H 0.18 -2.97 3.82
H -0.15 3.33 -2.13
C -4.00 -1.22 0.88
H -0.05 -4.98 -2.30
H 3.11 -1.74 0.99
H -0.80 -0.68 4.23
H 1.70 -0.81 -3.88
H 4.20 0.50 1.73
C -1.36 1.54 -2.19
H -0.26 -2.87 -3.90
C 2.03 0.12 -3.44
H -1.55 2.72 0.51
C 2.90 2.11 -3.07
C 1.46 -2.41 2.20
H -5.91 1.93 -1.07
C 0.66 -2.06 3.45
H -0.31 3.92 0.18
H 3.38 3.08 -3.08
H -1.62 -2.41 -2.86
H 2.03 -3.32 2.39
C -5.92 0.07 -0.09
C 1.09 3.23 2.17
C 1.20 2.15 1.27
H -1.41 -4.31 -1.36
I 3.34 1.31 -6.01
N 1.80 0.39 -2.16
H 1.34 -1.73 4.24
H -0.53 1.17 -2.77
H 2.18 -3.63 -1.30
H -2.21 1.67 -2.88
C -5.32 -1.00 0.55

Output
energy relative to the best compared isomer or geometry (same formula, charge and spin): 40.1 kJ/mol
net charge: 0
lowest unoccupied orbital energy (spin up / spin down): -0.0532 / -0.0524 hartree
maximum force: 2.0 eV/Å
frontier orbital gap (spin up / spin down): 5.27 / 5.29 eV